(A)
Molecular formula: C3H12N4
Method: DFT, wB97M-V/def2-TZVPD

Charge: +2
2S+1: 1
Gap between HOMO and LUMO (spin up / spin down): 8.02 / 8.02 eV
LUMO level (spin up / spin down): -10.934 / -10.933 eV

Each atom is followed by the atoms it is bonded to, with distances in Å.
CARTESIAN COORDINATES (ANGSTROEM)
1 N -1.92140 0.43374 0.43023  N4 1.434, H10 1.011, H16 1.002
2 N 1.29371 0.40613 -1.48553  N3 1.275, H8 1.065, H14 0.956
3 N 0.81076 0.75420 -0.35850  N2 1.275, C5 1.402
4 N -1.10501 -0.73074 0.24519  N1 1.434, C6 1.315, H17 1.057
5 C 0.10011 1.95175 -0.19950  N3 1.402, H11 1.152, H12 1.088, H18 1.169
6 C 0.10498 -0.73850 0.75922  N4 1.315, C7 1.476, H9 1.070
7 C 0.86448 -1.99533 0.60759  C6 1.476, H13 1.123, H15 1.099, H19 1.125
8 H 2.17267 -0.16865 -1.66063  N2 1.065
9 H 0.36566 -0.17089 1.62760  C6 1.070
10 H -2.67764 0.44764 -0.24084  N1 1.011
11 H 0.20500 2.59558 -1.14929  C5 1.152
12 H 0.53744 2.36808 0.70521  C5 1.088
13 H 0.48170 -2.46824 1.55192  C7 1.123
14 H 1.01702 0.84594 -2.28742  N2 0.956
15 H 0.61842 -2.54054 -0.31416  C7 1.099
16 H -2.22193 0.43339 1.38628  N1 1.002
17 H -1.59039 -1.50537 -0.28617  N4 1.057
18 H -1.04257 2.01069 0.03787  C5 1.169
19 H 1.98699 -1.92888 0.63090  C7 1.125

(B)
Molecular formula: C3H12N4
Method: DFT, wB97M-V/def2-TZVPD

Charge: +2
2S+1: 1
Gap between HOMO and LUMO: 8.19 eV
LUMO level: -10.213 eV

Each atom is followed by the atoms it is bonded to, with distances in Å.
CARTESIAN COORDINATES (ANGSTROEM)
1 N -2.13904 0.45759 -0.51666  N2 1.238, H14 1.025, H16 1.036
2 N -1.29262 -0.13170 0.16862  N1 1.238, C6 1.386
3 N 1.79154 -1.45651 -0.19446  N4 1.359, H13 1.016, H17 1.018
4 N 1.52943 -0.13842 -0.39475  N3 1.359, C7 1.294, H12 1.025
5 C 0.68737 2.05952 0.13915  C7 1.465, H8 1.089, H10 1.088, H19 1.097
6 C -1.37201 -1.50513 0.33791  N2 1.386, H9 1.104, H11 1.107, H18 1.092
7 C 0.89433 0.63724 0.42361  N4 1.294, C5 1.465, H15 1.084
8 H 0.62847 2.28852 -0.92353  C5 1.089
9 H -1.40713 -1.69027 1.42537  C6 1.104
10 H -0.17187 2.45401 0.67661  C5 1.088
11 H -0.41580 -1.97865 0.04260  C6 1.107
12 H 1.76991 0.21245 -1.32711  N4 1.025
13 H 2.45347 -1.86651 -0.84658  N3 1.016
14 H -2.10406 1.47938 -0.59344  N1 1.025
15 H 0.73858 0.28463 1.43670  C7 1.084
16 H -2.91542 -0.02443 -1.00481  N1 1.036
17 H 2.00283 -1.71394 0.76748  N3 1.018
18 H -2.22040 -1.98819 -0.15225  C6 1.092
19 H 1.54242 2.62040 0.53554  C5 1.097

Which structure above is the least stable one? (A) is the least stable one.